C5H6LiMgO4Tl | the ωB97M-V functional and the def2-TZVPD basis

Geometry (Å):
O -0.784 0.600 -0.960
C -1.782 0.050 -0.430
O -1.814 -1.186 -0.170
Tl -0.167 -2.507 -0.590
Li -3.531 -1.970 -0.169
O 1.638 -1.713 -0.287
Mg 1.063 1.075 -0.812
C 2.272 -0.647 -0.317
O 3.560 -0.769 -0.023
C 4.289 0.411 0.308
H 5.217 0.080 0.782
H 4.527 0.983 -0.599
H 3.722 1.031 1.015
C -3.016 0.856 -0.239
C -3.788 0.717 0.842
H -3.185 1.649 -0.970
H -4.677 1.332 0.979
H -3.544 0.009 1.641

Results
LUMO = -8.36 eV
Electronic energy = -874.63831 Eh
Total charge = +2
HOMO energy = -0.572 Eh